ORCA calculation (wB97M-V/def2-TZVPD) on a 3-piece molecular cluster, C21H21F5N2O8 overall.

Values from the calculation:
calculated total energy = -55048.7805 eV
gap between HOMO and LUMO = 0.257 Ha

Atoms and positions in Å:
F 2.92307 -1.12838 -4.50314
F 1.11011 -0.66319 -5.98373
F 0.19940 1.62812 -4.61947
F 0.54972 -1.28386 -3.74768
F 2.51540 1.77535 -5.17454
O -3.82402 -6.75770 2.62628
O 1.29589 6.59826 -2.43500
O -3.61720 -6.46139 0.36720
O -1.58789 -4.03512 1.43615
O -2.26655 -2.44582 -0.00878
O -3.14188 -2.49551 2.10436
O 2.63421 5.22818 -0.98409
O -5.61756 -6.11909 1.42226
N 0.48655 1.77855 1.28691
N -0.54045 0.92232 -1.77470
C 1.36979 1.80329 0.07150
C 1.33753 5.52792 -1.61168
C -2.39763 -2.95151 1.25239
C 1.81563 4.93640 1.49552
C 3.51984 2.77305 1.77632
C -1.06598 -4.37867 0.16662
C -1.16026 -3.10015 -0.60117
C -1.39506 0.96017 -0.53842
C 2.94548 2.29665 0.31350
C -4.83847 -6.40523 3.54802
C 2.66042 3.96146 2.50656
C 2.72334 5.74459 0.39052
C 0.84237 1.38146 -1.40771
C 3.53468 1.91383 -2.43903
C 1.94892 1.46301 -2.65517
C 1.54213 1.10027 -4.23645
C -4.29299 -6.44707 1.38248
C -0.92217 1.37082 0.96336
C 1.55318 -0.51222 -4.54840
C -6.08189 -6.43941 2.71992
C 4.05032 2.33718 -0.94162
H 5.16850 2.66764 -0.70485
H 0.88713 4.39767 0.97307
H 0.35437 4.88453 -1.49725
H -2.54146 0.65624 -0.67504
H 3.35654 4.62992 3.20915
H -4.87158 -7.11576 4.37849
H -0.03644 -4.73644 0.25431
H 2.28346 6.85371 0.35383
H -4.62600 -5.40607 3.94250
H 3.85507 5.85836 0.66613
H -0.27139 -2.47240 -0.47903
H -6.82594 -5.71212 3.05622
H -6.54110 -7.43332 2.69598
H -1.70921 1.33742 1.82876
H 4.28977 1.93291 -3.33293
H -1.68317 -5.17292 -0.26643
H 3.57398 1.87336 2.55726
H 4.65242 3.13188 1.65978
H 1.31815 5.77464 2.18498
H -1.33406 -3.26679 -1.66778
H 1.89294 3.44097 3.24376